(1)
{"formula": "C32H30NO7", "method": "wB97M-V/def2-TZVPD", "gap_ev": 6.0, "smiles": "COc1ccc(CC2([C@H](/C=C/N3c4ccccc4C[C@@H]3C(=O)[O-])c3ccccc3)C(=O)OC(C)(C)OC2=O)cc1", "charge": -1, "energy_ev": -49495.14514, "homo_ev": -3.88, "elements": ["C", "O", "C", "C", "C", "C", "C", "C", "C", "C", "C", "N", "C", "C", "C", "C", "C", "C", "C", "C", "C", "O", "O", "C", "C", "C", "C", "C", "C", "C", "O", "O", "C", "C", "C", "O", "C", "O", "C", "C", "H", "H", "H", "H", "H", "H", "H", "H", "H", "H", "H", "H", "H", "H", "H", "H", "H", "H", "H", "H", "H", "H", "H", "H", "H", "H", "H", "H", "H", "H"], "positions_angstrom": [[-0.7298, -5.5650, 3.6367], [-1.0063, -5.4716, 2.2168], [-0.9415, -4.2844, 1.5477], [-1.1127, -4.3122, 0.1391], [-1.0051, -3.1567, -0.6141], [-0.7148, -1.8996, -0.0436], [-0.3790, -0.6913, -0.9372], [-1.4982, 0.3742, -1.3203], [-1.2316, 1.6598, -2.1037], [-2.0723, 1.7910, -3.3491], [-3.1350, 2.6296, -3.5180], [-3.8019, 2.8908, -4.7068], [-3.2888, 2.9330, -5.9962], [-1.9564, 2.8630, -6.4093], [-1.6905, 2.9525, -7.7810], [-2.7189, 3.1645, -8.7120], [-4.0407, 3.3331, -8.2808], [-4.3159, 3.2039, -6.9219], [-5.6117, 3.3552, -6.2153], [-5.2122, 3.2366, -4.7320], [-5.2577, 4.6221, -3.9651], [-5.4919, 4.4889, -2.7573], [-5.0051, 5.5776, -4.7351], [0.2497, 1.7829, -2.4251], [1.0250, 2.8149, -1.8920], [2.3779, 2.8734, -2.2210], [2.9382, 1.9045, -3.0610], [2.1302, 0.9230, -3.6398], [0.7743, 0.8604, -3.3211], [-1.9739, 0.8757, 0.0328], [-1.2201, 1.0913, 0.9547], [-3.2795, 1.2664, 0.0639], [-4.2453, 0.4275, -0.6033], [-4.4503, -0.8434, 0.2105], [-5.4778, 1.3081, -0.7639], [-3.8207, 0.0470, -1.9217], [-2.5366, -0.3836, -2.1146], [-2.2757, -1.2067, -2.9607], [-0.5388, -1.8910, 1.3527], [-0.6372, -3.0385, 2.1423], [-0.8814, -6.6199, 3.8825], [0.3099, -5.2825, 3.8597], [-1.4266, -4.9472, 4.2222], [-1.3185, -5.2751, -0.3247], [-1.1310, -3.2261, -1.6944], [0.4134, -0.1276, -0.4290], [0.0177, -1.0820, -1.8824], [-1.4582, 2.5543, -1.5041], [-1.6428, 1.2647, -4.2047], [-3.6095, 3.1000, -2.6327], [-1.1881, 2.7638, -5.6518], [-0.6599, 2.8586, -8.1200], [-2.4786, 3.2134, -9.7758], [-4.8487, 3.5621, -8.9828], [-6.3172, 2.5596, -6.4883], [-6.0904, 4.3101, -6.4693], [-5.8318, 2.5167, -4.1901], [0.5406, 3.5534, -1.2430], [3.0002, 3.6473, -1.7696], [4.0043, 1.9354, -3.2968], [2.5422, 0.1622, -4.3005], [0.1136, 0.1164, -3.7782], [-3.4972, -1.3864, 0.2755], [-4.7995, -0.5633, 1.2146], [-5.1965, -1.4406, -0.3313], [-5.2358, 2.2205, -1.3269], [-6.2424, 0.7407, -1.3056], [-5.8449, 1.5953, 0.2306], [-0.2992, -0.9485, 1.8415], [-0.4673, -2.9767, 3.2190]]}

***

(2)
{"formula": "C32H31BCl54N3OS3", "method": "wB97M-V/def2-TZVPD", "gap_ev": 6.0, "charge": 1, "energy_ev": -749579.37284, "homo_ev": -10.58, "elements": ["C", "C", "N", "C", "C", "C", "S", "S", "C", "C", "C", "C", "C", "B", "C", "O", "C", "N", "N", "C", "C", "C", "S", "C", "C", "Cl", "C", "C", "Cl", "H", "H", "H", "H", "H", "H", "H", "H", "H", "H", "H", "H", "H", "H", "H", "H", "H", "H", "H", "H", "H", "H", "H", "H", "H", "H", "H", "H", "H", "H", "H", "C", "Cl", "Cl", "Cl", "Cl", "C", "Cl", "Cl", "Cl", "Cl", "C", "Cl", "Cl", "Cl", "Cl", "C", "Cl", "Cl", "Cl", "Cl", "C", "Cl", "Cl", "Cl", "Cl", "C", "Cl", "Cl", "Cl", "Cl", "C", "Cl", "Cl", "Cl", "Cl", "C", "Cl", "Cl", "Cl", "Cl", "C", "Cl", "Cl", "Cl", "Cl", "C", "Cl", "Cl", "Cl", "Cl", "C", "Cl", "Cl", "Cl", "Cl", "C", "Cl", "Cl", "Cl", "Cl", "C", "Cl", "Cl", "Cl", "Cl"], "positions_angstrom": [[1.1906, -1.5774, -2.9373], [1.9654, -2.9536, -3.2199], [2.9028, -3.3844, -2.1335], [3.5832, -4.6360, -2.6842], [5.1200, -4.7731, -2.2027], [2.2070, -3.8287, -0.9151], [3.1411, -4.0125, 0.4920], [0.4171, -4.2552, -0.7946], [-0.3645, -3.5882, 0.7773], [-1.8943, -3.2810, 0.3820], [-2.5410, -1.9263, 0.9774], [-2.4819, -0.8025, -0.1694], [-3.3317, -0.9464, -1.4864], [-4.3465, -2.1774, -1.7793], [-4.0021, -3.1789, -3.0281], [-5.5332, -2.4595, -1.0119], [-3.1166, 0.2272, -2.5198], [-2.2396, 1.3342, -2.3245], [-1.5976, 1.3879, -1.1725], [-0.6798, 2.5893, -1.0129], [-1.4032, 3.8027, -0.2629], [-0.3456, 5.0377, -0.2797], [0.2189, 5.4928, 1.4280], [-1.5905, 0.4938, -0.0610], [-0.7776, 0.6954, 1.2780], [-1.7076, 1.5428, 2.6284], [0.5589, 0.3395, 1.5318], [1.4509, -0.3899, 0.4345], [1.2871, 0.7380, 3.1645], [0.7793, -1.1106, -3.9094], [1.9136, -0.7837, -2.5152], [0.2767, -1.7329, -2.2506], [2.5924, -2.7707, -4.1718], [1.1780, -3.7290, -3.5112], [3.6060, -4.6487, -3.8286], [2.9544, -5.5589, -2.3847], [5.7646, -4.9744, -3.1345], [5.1822, -5.7113, -1.5624], [5.5381, -3.8343, -1.7182], [-0.3561, -4.4638, 1.5297], [0.1992, -2.7237, 1.2569], [-1.9003, -3.2101, -0.7729], [-2.6085, -4.1393, 0.6485], [-3.6348, -2.1364, 1.2514], [-1.9529, -1.6254, 1.9154], [-4.4000, -2.7017, -3.9970], [-2.8555, -3.2996, -3.0630], [-4.4259, -4.2237, -2.8463], [-5.6691, -3.4268, -1.1302], [-3.7345, 0.1311, -3.4821], [-0.4269, 2.9620, -2.0856], [0.3329, 2.2912, -0.5598], [-1.6526, 3.5711, 0.8268], [-2.3598, 4.0908, -0.8280], [0.5839, 4.6909, -0.8725], [-0.7480, 5.9442, -0.8408], [1.5634, 5.8519, 1.3329], [1.9822, 0.3069, -0.2901], [2.2637, -0.9707, 1.0141], [0.7933, -1.1796, -0.0610], [3.7840, 2.3156, 6.4238], [3.6873, 4.0769, 6.2163], [2.6174, 1.5313, 5.3350], [5.4243, 1.7560, 6.0324], [3.4012, 1.8943, 8.1058], [1.4413, 3.0803, -4.7047], [2.9188, 2.2326, -4.2005], [1.2432, 2.9336, -6.4632], [0.0374, 2.3538, -3.8880], [1.5570, 4.7966, -4.2595], [-5.0743, -4.3407, 3.1689], [-5.4839, -3.3660, 1.7379], [-6.0372, -3.7900, 4.5542], [-5.4290, -6.0489, 2.8410], [-3.3452, -4.1549, 3.5381], [5.3676, 5.8627, -6.2194], [4.6382, 7.4496, -6.5421], [6.6064, 5.5197, -7.4445], [6.1143, 5.8705, -4.6074], [4.1092, 4.6095, -6.2820], [5.4023, -2.7597, 3.5961], [7.0265, -2.6221, 2.8905], [4.6436, -4.2658, 3.0457], [5.5242, -2.7677, 5.3678], [4.4140, -1.3829, 3.0756], [-2.2348, -6.5189, -4.3866], [-1.1164, -5.9094, -3.1466], [-2.8153, -5.1649, -5.3805], [-1.3911, -7.6909, -5.4191], [-3.6164, -7.3100, -3.5982], [2.9823, 7.6807, 7.7561], [4.4810, 6.9176, 8.3256], [2.8438, 7.4703, 5.9973], [1.5895, 6.9204, 8.5547], [3.0144, 9.4133, 8.1427], [-5.3909, 3.7771, -3.7391], [-7.0926, 3.4813, -3.3262], [-4.3848, 2.4592, -3.0910], [-5.2122, 3.8440, -5.5046], [-4.8684, 5.3194, -3.0310], [6.9256, 6.3683, 5.2128], [6.8807, 7.6609, 6.4298], [5.7634, 6.7335, 3.9187], [8.5603, 6.2569, 4.5257], [6.4943, 4.8223, 5.9735], [-7.8580, 7.1580, -0.4933], [-6.3814, 6.2986, -0.0021], [-8.0750, 7.0077, -2.2500], [-9.2583, 6.4505, 0.3388], [-7.7155, 8.8738, -0.0593], [1.5393, 10.8153, 3.8957], [3.2080, 11.1305, 3.3746], [1.0379, 9.2048, 3.3347], [1.4511, 10.8794, 5.6685], [0.4604, 12.0447, 3.2033], [0.0308, -8.9136, -0.0973], [0.0708, -7.1422, -0.2433], [-1.2804, -9.5593, -1.1074], [1.5818, -9.5875, -0.6387], [-0.2490, -9.3614, 1.6013], [-4.2862, -11.8024, 0.9775], [-4.8747, -11.4936, -0.6709], [-4.0721, -13.5496, 1.2119], [-2.7310, -10.9771, 1.2138], [-5.4683, -11.1875, 2.1530]]}

***

(3)
{"formula": "C32H31BF6O2S", "method": "wB97M-V/def2-TZVPD", "gap_ev": 7.2, "energy_ev": -65599.89602, "homo_ev": -7.59, "elements": ["C", "C", "C", "C", "C", "B", "C", "C", "C", "C", "C", "F", "F", "F", "C", "C", "O", "C", "C", "C", "C", "C", "C", "O", "S", "H", "H", "H", "H", "H", "H", "H", "H", "H", "H", "H", "H", "H", "H", "H", "H", "H", "H", "H", "H", "H", "F", "C", "F", "F", "C", "C", "C", "C", "C", "C", "C", "C", "C", "C", "C", "C", "C", "H", "H", "H", "H", "H", "H", "H", "H", "H", "H"], "positions_angstrom": [[-2.9871, 5.5364, -0.2461], [-2.4323, 4.2435, 0.1618], [-2.4151, 3.6995, 1.4351], [-1.6038, 2.5420, 1.4591], [-0.9233, 2.3094, 0.2705], [-0.8235, -0.5066, -0.0815], [0.2938, 1.5442, 0.1250], [1.0704, 1.4294, 1.3099], [2.3977, 1.7524, 1.2867], [3.0448, 1.8643, 0.0567], [4.5362, 1.9495, 0.1092], [5.1045, 2.2798, -1.0754], [4.9806, 2.8434, 1.0357], [5.0514, 0.7203, 0.4680], [2.3469, 1.8338, -1.1490], [0.9835, 1.6088, -1.1083], [-1.5425, -0.5141, 1.1344], [-2.8898, -0.8939, 0.7810], [-2.9808, -2.3743, 0.9054], [-3.8978, -0.3474, 1.7745], [-3.0402, -0.3396, -0.7170], [-3.4866, -1.3586, -1.7634], [-3.9952, 0.8346, -0.7752], [-1.6635, 0.0009, -1.0943], [-1.5560, 3.3051, -1.0088], [-3.4891, 5.9113, 0.6450], [-2.1622, 6.1914, -0.5759], [-3.6899, 5.3615, -1.0809], [-2.9166, 4.1601, 2.3234], [-1.3626, 1.9509, 2.3566], [0.6217, 1.1747, 2.2722], [2.9734, 1.8903, 2.2068], [2.8528, 1.9406, -2.1052], [0.4071, 1.5744, -2.0546], [-4.0185, -2.7328, 0.7424], [-2.3343, -2.9395, 0.2183], [-2.6990, -2.6831, 1.9280], [-4.9160, -0.6489, 1.4923], [-3.6791, -0.7970, 2.7559], [-3.8369, 0.7432, 1.8749], [-4.4633, -1.8053, -1.5292], [-3.5866, -0.8767, -2.7457], [-2.7619, -2.1720, -1.8807], [-5.0430, 0.4995, -0.6089], [-3.7402, 1.5721, -0.0062], [-3.9602, 1.3303, -1.7575], [5.9147, -0.4111, -3.1681], [4.9455, -1.1880, -3.7323], [4.5744, -0.6095, -4.9106], [5.5457, -2.3829, -4.0632], [3.7859, -1.3771, -2.8022], [2.4771, -1.3111, -3.2782], [1.4166, -1.2710, -2.3745], [1.6563, -1.3289, -0.9849], [0.4760, -1.2637, -0.0944], [0.6638, -2.0043, 1.1901], [0.0874, -3.2648, 1.3602], [0.2173, -3.9319, 2.5754], [0.9784, -3.3840, 3.6055], [1.6812, -2.2000, 3.3798], [1.5460, -1.5340, 2.1655], [2.9499, -1.7020, -0.5714], [4.0211, -1.6851, -1.4712], [2.3160, -1.1703, -4.3498], [0.4030, -1.1537, -2.7577], [-0.3729, -1.7814, -0.7494], [-0.4740, -3.7017, 0.5294], [-0.3024, -4.8737, 2.7195], [1.0817, -3.8995, 4.5556], [2.3073, -1.7642, 4.1522], [2.1048, -0.6189, 1.9717], [3.1897, -1.9611, 0.4604], [5.0417, -1.8339, -1.1227]]}